# C11H20N2O3

The molecule C11H20N2O3 in a non-equilibrium geometry (the ωB97M-V functional and the def2-TZVPD basis, the Open Molecules 2025 dataset).

The geometry in ORCA input format:
```
! RIJCOSX wB97M-V def2-TZVPD def2/J DEFGRID3
* xyz 0 1
C 0.68787 0.80615 -0.35070
C 0.04840 -0.41626 0.43374
C 2.26233 0.84005 -0.16595
C 3.11450 1.08803 1.12690
C 3.03679 -0.13546 -1.09752
C 2.95452 -1.46775 -0.66771
C -2.17968 0.11120 -0.72504
C -2.50041 1.49043 -0.15784
C -3.46193 -0.73245 -0.71636
C -3.01165 -2.04105 0.00105
C -2.05467 -1.51528 1.05864
H 0.93703 2.90993 0.13739
H -0.07176 1.55997 1.39026
H 0.54107 0.78519 -1.40951
H 2.51777 1.73584 -0.67540
H 3.18547 0.23353 1.88962
H 4.07667 1.43235 0.76995
H 2.79420 1.95291 1.70533
H 4.12825 0.13339 -1.21168
H 2.61629 0.00895 -2.10021
H 3.53960 -2.11768 -1.40783
H 1.87936 -1.97581 -0.74684
H 3.14547 -1.70212 0.43357
H -1.62356 0.05980 -1.71113
H -4.48018 -0.37247 -0.35713
H -3.59116 -0.89349 -1.76475
H -2.34855 -2.51424 -0.68304
H -3.85414 -2.71625 0.20501
H -1.10743 -2.16628 1.43449
H -2.66287 -1.01403 1.83599
H -2.93554 2.37067 1.47291
N 0.16766 1.97256 0.22689
N -1.29429 -0.56152 0.19543
O 0.66589 -1.16312 1.25885
O -2.78581 2.46511 -0.85225
O -2.33551 1.54922 1.22483
*
```

Properties
- SMILES = CC[C@H](C)[C@H](N)C(=O)N1CCC[C@H]1C(=O)O
- total energy (eV) = -20850.4619
- relative energy (zero: lowest compared OMol25 entry of this formula, charge and spin) (eV) = 5.036
- HOMO (eV) = -9.036
- HOMO-LUMO gap (eV) = 9.6
- LUMO energy (eV) = 0.551

# C4H5O2P

The molecule C4H5O2P in a non-equilibrium geometry (the ωB97M-V functional and the def2-TZVPD basis, the Open Molecules 2025 dataset).

The geometry in ORCA input format:
```
! RIJCOSX wB97M-V def2-TZVPD def2/J DEFGRID3
* xyz 0 1
C -0.87044 0.69299 -0.22066
C -0.51965 0.21201 0.98913
C -0.16498 0.45842 -1.41535
C 0.52747 -0.68610 1.20614
O -0.69873 0.94884 -2.56497
O 1.06805 -1.01436 2.36732
P 1.45465 -0.31541 -1.43669
H -1.84923 1.30879 -0.32665
H -1.06651 0.67093 1.93282
H 0.03070 0.98688 -3.32670
H 1.68460 -1.78102 2.16860
H 0.40407 -1.48198 0.62701
*
```

Properties
- total energy (eV) = -17608.1568
- relative energy (zero: lowest compared OMol25 entry of this formula, charge and spin) (eV) = 3.833
- HOMO (spin up / spin down) (eV) = -7.327 / -7.657
- HOMO-LUMO gap (spin up / spin down) (eV) = 6.5 / 6.6
- LUMO energy (spin up / spin down) (eV) = -0.862 / -1.027

# CH2INO3P

The ion CH2INO3P with charge -1 in a non-equilibrium geometry (the ωB97M-V functional and the def2-TZVPD basis, the Open Molecules 2025 dataset).

The geometry in ORCA input format:
```
! RIJCOSX wB97M-V def2-TZVPD def2/J DEFGRID3
* xyz -1 1
C -0.96049 -0.99113 0.03767
N 2.41841 0.84810 0.42142
O -0.21038 1.16269 -1.44944
O 1.64550 -0.15030 0.21146
O 1.85370 1.91718 0.58089
P -0.13620 0.73945 -0.03785
I -2.95247 -0.22131 0.13049
H -0.93281 -1.59708 0.93456
H -0.72525 -1.70759 -0.82920
*
```

Properties
- total energy (eV) = -26090.7353
- relative energy (zero: lowest compared OMol25 entry of this formula, charge and spin) (eV) = 3.406
- HOMO (eV) = -3.496
- HOMO-LUMO gap (eV) = 6.4
- LUMO energy (eV) = 2.926

# C4H7NO

The molecule C4H7NO in a non-equilibrium geometry (the ωB97M-V functional and the def2-TZVPD basis, the Open Molecules 2025 dataset).

The geometry in ORCA input format:
```
! RIJCOSX wB97M-V def2-TZVPD def2/J DEFGRID3
* xyz 0 1
C 0.28265 1.58055 0.44877
C 0.26064 0.66050 -0.75712
O 0.93422 -0.56248 -0.44601
C 0.10758 -1.65582 -0.17915
C -1.01168 -1.37589 0.75645
N -1.91355 -1.15339 1.44617
H 1.32115 1.73976 0.75504
H -0.15837 2.55223 0.20688
H -0.26724 1.14930 1.29206
H 0.80740 1.11480 -1.59067
H -0.76207 0.45029 -1.10423
H 0.74017 -2.42902 0.26694
H -0.34090 -2.07082 -1.09514
*
```

Properties
- SMILES = CCOCC#N
- total energy (eV) = -7798.0368
- relative energy (zero: lowest compared OMol25 entry of this formula, charge and spin) (eV) = 1.608
- HOMO (eV) = -10.616
- HOMO-LUMO gap (eV) = 11.5
- LUMO energy (eV) = 0.852

# C18H34MoN3OPSi

A structure of composition C18H34MoN3OPSi in a non-equilibrium geometry (the ωB97M-V functional and the def2-TZVPD basis, the Open Molecules 2025 dataset).

The geometry in ORCA input format:
```
! RIJCOSX wB97M-V def2-TZVPD def2/J DEFGRID3
* xyz 0 3
Mo 0.35364 0.09252 -0.08195
Si 2.60189 0.39582 -0.88020
P -0.55500 0.42371 -2.30222
N -0.01150 -1.69518 -0.14436
H -0.07373 1.61165 0.66096
C -2.34286 0.37757 -2.71021
H -2.48493 0.55809 -3.79103
H -2.84649 1.16038 -2.12605
H -2.75760 -0.60972 -2.45594
C 0.03965 1.86182 -3.28269
H -0.43814 1.83615 -4.27675
H 1.13351 1.82836 -3.39217
H -0.26309 2.76960 -2.74053
C 0.00234 -0.99312 -3.35061
H -0.21471 -0.78385 -4.40854
H -0.53487 -1.90486 -3.05836
H 1.07642 -1.17280 -3.23682
C 3.19891 2.17801 -0.66235
H 2.83060 2.62971 0.26356
H 2.87469 2.79317 -1.51174
H 4.29605 2.17448 -0.62122
H 3.63152 -0.39230 -0.15885
H 2.85654 0.11626 -2.32863
C 0.02139 -3.02167 -0.33127
C -1.09588 -5.16184 -0.32170
C -1.13625 -3.79909 -0.08514
C 1.21755 -3.62408 -0.82627
C 1.22543 -4.98904 -1.08151
C 0.07243 -5.75042 -0.82938
H -1.98557 -5.74980 -0.10012
H -2.01575 -3.26300 0.28059
H 2.09050 -2.97346 -0.98813
H 2.14342 -5.44402 -1.46659
H 0.08687 -6.82023 -1.02389
C -0.85720 2.75876 0.46721
O -1.41602 2.63568 -0.68474
C -1.80965 2.76201 1.66253
H -2.11039 3.79980 1.86293
H -1.34744 2.35481 2.57407
H -2.70278 2.19416 1.40763
C 0.19159 3.86466 0.64333
H -0.21348 4.74967 0.14261
H 1.15693 3.62210 0.19982
H 0.34304 4.10760 1.70298
C 3.05248 -0.13547 4.72213
C 1.85704 -0.23135 3.86305
C 0.63098 -0.87744 4.02101
C -0.11604 -0.65649 2.85663
N 0.63391 0.10657 2.02205
N 1.79946 0.37004 2.66878
C -1.44486 -1.11404 2.43565
H 2.84711 0.47127 5.61423
H 3.35678 -1.13626 5.05560
H 3.89703 0.31798 4.18573
H 0.32225 -1.45815 4.87172
H 2.54106 0.92243 2.24013
H -1.43989 -2.18774 2.17904
H -2.15944 -0.99108 3.26443
H -1.83208 -0.55172 1.56689
*
```

Properties
- total energy (eV) = -44754.3209
- HOMO (spin up / spin down) (eV) = -6.714 / -7.410
- HOMO-LUMO gap (spin up / spin down) (eV) = 6.4 / 7.2
- LUMO energy (spin up / spin down) (eV) = -0.323 / -0.231

# C3H15AlN6O6

A structure of composition C3H15AlN6O6 in a non-equilibrium geometry (the ωB97M-V functional and the def2-TZVPD basis, the Open Molecules 2025 dataset).

The geometry in ORCA input format:
```
! RIJCOSX wB97M-V def2-TZVPD def2/J DEFGRID3
* xyz 0 1
Al 1.64151 0.02785 0.14007
O 3.56257 1.42178 -1.15208
H 3.20458 1.94029 -1.88687
O 4.04706 -0.42549 1.30039
H 3.94397 -0.70644 2.22162
O -0.10634 1.93140 -0.39819
H -1.06077 1.83845 -0.51450
C -1.40199 -2.70786 -0.27783
O -0.34724 -2.10558 -0.14856
N -1.85966 -3.11857 -1.49997
N -2.28904 -2.89687 0.74648
H -1.19918 -3.17709 -2.25483
H -2.68856 -3.68440 -1.50579
H -3.08565 -3.47350 0.55060
H -2.29214 -2.24829 1.50931
C 0.24867 0.70146 -3.52632
O 0.81394 0.02991 -2.66310
N 0.25646 0.34430 -4.83502
N -0.51713 1.75868 -3.19796
H -0.14910 0.94497 -5.52714
H 0.68611 -0.51944 -5.10610
H -0.91783 2.43731 -3.81658
H -0.43447 1.97537 -2.19712
C 0.31368 1.02114 3.86813
O 0.92681 0.74132 2.84785
N -0.79210 0.33327 4.28042
N 0.62052 2.10499 4.63344
H -1.27022 -0.27240 3.64491
H -1.17634 0.66104 5.14655
H 1.32260 2.71790 4.25871
H -0.00071 2.40447 5.35949
*
```

Properties
- total energy (eV) = -31173.4557
- relative energy (zero: lowest compared OMol25 entry of this formula, charge and spin) (eV) = 0.256
- HOMO (eV) = -8.232
- HOMO-LUMO gap (eV) = 5.6
- LUMO energy (eV) = -2.590

# C29H21Cl3N2O2PS3Tc

A structure of composition C29H21Cl3N2O2PS3Tc in a non-equilibrium geometry (the ωB97M-V functional and the def2-TZVPD basis, the Open Molecules 2025 dataset).

The geometry in ORCA input format:
```
! RIJCOSX wB97M-V def2-TZVPD def2/J DEFGRID3
* xyz -1 4
Tc -0.89655 -1.40844 1.32956
Cl 2.88157 -1.34789 0.05577
C 3.42995 0.27847 0.25527
C 4.78695 0.47851 0.45466
C 5.27476 1.76257 0.62727
C 4.40256 2.83700 0.59886
C 3.04442 2.62544 0.40273
C 2.51732 1.34397 0.22346
P 0.69375 1.03036 0.04730
C 0.53202 0.85573 -1.78168
C 1.60846 0.67151 -2.64658
C 1.39835 0.45115 -4.00321
C 0.11148 0.41146 -4.51581
C -0.97165 0.60972 -3.66797
C -0.75906 0.83143 -2.31558
C 0.03169 2.71777 0.33271
C -0.20249 3.66475 -0.66073
C -0.66926 4.93116 -0.32751
C -0.90529 5.26437 0.99970
C -0.68593 4.32156 1.99724
C -0.23128 3.05344 1.66350
H 5.44881 -0.37749 0.48051
H 6.33479 1.91926 0.78665
H 4.77549 3.84608 0.73232
H 2.38089 3.47873 0.38750
H 2.62073 0.70447 -2.26736
H 2.24906 0.30355 -4.65933
H -0.05068 0.21609 -5.56922
H -1.98476 0.57037 -4.05109
H -1.60877 0.97601 -1.66244
H -0.01336 3.41951 -1.69909
H -0.84917 5.65959 -1.10969
H -1.26594 6.25262 1.25629
H -0.88257 4.56757 3.03363
H -0.09630 2.30371 2.43691
S -2.86389 -3.38659 5.16504
C -2.32139 -2.79768 3.70991
S -0.79954 -1.93756 3.66268
S -3.11742 -2.90977 2.20295
Cl 2.15425 -3.90148 2.50668
C 1.30542 -4.79136 1.28288
C 1.66393 -6.10284 1.03470
C 1.03453 -6.82793 0.03498
C 0.04469 -6.22024 -0.72361
C -0.31663 -4.91372 -0.47308
Cl -1.54842 -4.16184 -1.43466
C 0.28233 -4.14974 0.55711
N -0.09244 -2.87242 0.76468
H 2.44512 -6.55025 1.63617
H 1.31268 -7.85848 -0.15185
H -0.45893 -6.76217 -1.51494
O -3.86886 -0.92325 -1.64759
C -3.67420 -0.31275 -0.62664
C -4.62014 0.74527 -0.04761
C -3.82383 1.39510 1.08679
C -2.64038 0.47557 1.18366
O -1.74487 0.47061 2.06152
N -2.56045 -0.42157 0.19829
H -5.50301 0.22243 0.31771
H -4.93081 1.42679 -0.83518
H -4.34006 1.44486 2.04269
H -3.46768 2.39687 0.84217
*
```

Properties
- total energy (eV) = -119052.4216
- relative energy (zero: lowest compared OMol25 entry of this formula, charge and spin) (eV) = 1.685
- HOMO (spin up / spin down) (eV) = -3.529 / -4.342
- HOMO-LUMO gap (spin up / spin down) (eV) = 5.8 / 6.6
- LUMO energy (spin up / spin down) (eV) = 2.249 / 2.236

# C20H17ClGd

A structure of composition C20H17ClGd in a non-equilibrium geometry (the ωB97M-V functional and the def2-TZVPD basis, the Open Molecules 2025 dataset).

The geometry in ORCA input format:
```
! RIJCOSX wB97M-V def2-TZVPD def2/J DEFGRID3
* xyz -1 8
C -0.11434 1.64495 1.87962
C -1.34937 1.69775 1.13326
C -1.04209 2.19759 -0.18317
H -2.34163 1.35670 1.50749
C 0.38197 2.42513 -0.27391
C 0.95708 2.09569 1.00883
H 2.04131 2.04869 1.24623
H 0.00762 1.23482 2.90387
H -1.76959 2.32339 -1.01151
H 0.96088 2.69034 -1.18939
Gd 0.27662 -0.11816 0.17446
Cl -0.17512 -1.59769 2.13238
C -0.29405 -2.09752 -1.28356
C 0.10766 -1.07657 -2.23965
C -0.95064 -0.10241 -2.31393
H 1.10310 -0.99636 -2.73722
C -1.99502 -0.49920 -1.40190
C -1.58967 -1.71994 -0.75635
H -2.13069 -2.23591 0.06696
H 0.37171 -2.89106 -0.86468
H -0.91946 0.83292 -2.91645
H -2.93004 0.06089 -1.18166
C 5.37096 -3.35953 -0.82528
C 4.18206 -3.05921 -1.53154
C 3.21675 -2.21328 -1.00170
C 3.41437 -1.62106 0.28329
C 2.51037 -0.74183 0.91587
C 2.72028 -0.26590 2.19080
C 3.90608 -0.57955 2.88580
C 4.85409 -1.39523 2.29885
C 4.63685 -1.93129 1.00943
C 5.58095 -2.79593 0.42629
H 6.11790 -4.03106 -1.25858
H 4.01217 -3.50559 -2.51566
H 2.29457 -1.99916 -1.55879
H 1.98921 0.34368 2.72707
H 4.06457 -0.17583 3.88101
H 5.79133 -1.65403 2.81838
H 6.48882 -3.01733 0.99490
*
```

Properties
- total energy (eV) = -54374.3241
- HOMO (spin up / spin down) (eV) = -4.384 / -4.506
- HOMO-LUMO gap (spin up / spin down) (eV) = 7.2 / 7.2
- LUMO energy (spin up / spin down) (eV) = 2.829 / 2.725